The following is a quantum chemistry calculation of 2 unconnected molecules or ions with the total composition C3H5N3S in a non-equilibrium geometry, from the OMol25 dataset.

* HOMO: -8.24 eV
* E: -679.60471 hartree
* frontier orbital gap: 7.924 eV

The geometry in ORCA input format:
```
! wB97M-V def2-TZVPD RIJCOSX def2/J DEFGRID3
* xyz 0 1
C 0.347 0.267 0.022
C -0.800 1.182 -0.184
C -1.862 0.256 -0.323
H 2.869 -1.963 0.420
H 1.682 1.537 0.862
H -0.914 2.158 -0.297
H -3.005 0.117 -0.534
H -1.657 -1.981 -0.122
N 1.679 0.527 0.451
N -1.348 -0.934 -0.046
N -0.031 -1.034 0.117
S 3.038 -0.132 -0.367
*
```

---

The following is a quantum chemistry calculation of 5 unconnected molecules or ions with the total composition C28H35BrN8Si in a non-equilibrium geometry, from the OMol25 dataset.

* HOMO: -9.56 eV
* SMILES: C[Si](C)(C)c1nnc(CCCBr)nn1.c1ccncc1.c1ccncc1.c1ccncc1.c1ccncc1
* E: -4389.44240 hartree
* frontier orbital gap: 8.665 eV

The geometry in ORCA input format:
```
! wB97M-V def2-TZVPD RIJCOSX def2/J DEFGRID3
* xyz 0 1
C 0.079 -1.666 1.135
Si -1.740 -1.712 0.654
C -2.114 -2.743 -0.869
C -2.819 -2.364 2.060
C -2.307 0.109 0.408
N -2.539 0.835 1.513
N -2.950 2.071 1.352
C -3.102 2.505 0.098
C -3.628 3.911 -0.061
C -5.034 4.059 0.546
C -6.026 3.051 -0.026
Br -7.510 2.781 1.231
N -2.832 1.815 -1.007
N -2.423 0.568 -0.840
H 0.430 -0.632 1.176
H 0.194 -2.074 2.141
H 0.733 -2.230 0.472
H -3.050 -2.409 -1.321
H -1.322 -2.765 -1.616
H -2.301 -3.763 -0.522
H -3.818 -2.497 1.637
H -2.435 -3.317 2.420
H -2.844 -1.603 2.839
H -3.600 4.206 -1.108
H -2.940 4.548 0.501
H -5.385 5.068 0.329
H -4.982 3.914 1.623
H -5.600 2.067 -0.201
H -6.486 3.383 -0.953
C -0.128 1.702 -3.068
C 0.073 0.577 -3.850
C 1.036 0.627 -4.847
N 1.783 1.701 -5.098
C 1.575 2.774 -4.337
C 0.641 2.828 -3.315
H -0.870 1.693 -2.281
H -0.507 -0.323 -3.690
H 1.225 -0.234 -5.479
H 2.195 3.635 -4.568
H 0.521 3.729 -2.728
C 5.450 4.549 -4.582
C 6.735 5.034 -4.400
C 7.797 4.273 -4.865
N 7.652 3.098 -5.476
C 6.409 2.647 -5.641
C 5.279 3.330 -5.217
H 4.594 5.115 -4.234
H 6.914 5.981 -3.909
H 8.819 4.616 -4.745
H 6.320 1.689 -6.140
H 4.294 2.913 -5.382
C -4.498 -4.626 6.918
C -4.311 -5.708 6.074
C -3.396 -5.585 5.039
N -2.686 -4.482 4.807
C -2.880 -3.450 5.627
C -3.767 -3.471 6.692
H -5.203 -4.681 7.738
H -4.861 -6.629 6.212
H -3.218 -6.410 4.358
H -2.291 -2.565 5.414
H -3.881 -2.603 7.327
C 5.584 -2.758 0.933
C 5.284 -1.422 1.137
C 4.224 -1.105 1.974
N 3.473 -2.015 2.593
C 3.774 -3.295 2.384
C 4.814 -3.719 1.570
H 6.404 -3.047 0.289
H 5.857 -0.639 0.659
H 3.956 -0.071 2.161
H 3.145 -4.015 2.897
H 5.014 -4.773 1.439
*
```

---

The following is a quantum chemistry calculation of 2 unconnected molecules or ions with the total composition C3HF in a non-equilibrium geometry, from the OMol25 dataset.

* HOMO (spin up / spin down): -10.04 / -10.05 eV
* E: -214.40620 hartree
* frontier orbital gap (spin up / spin down): 5.252 / 5.257 eV

The geometry in ORCA input format:
```
! wB97M-V def2-TZVPD RIJCOSX def2/J DEFGRID3
* xyz 0 1
C 2.000 -2.131 -1.291
C 0.946 -1.499 -1.025
C 0.062 -0.627 -1.098
F -2.608 -0.960 -0.146
H -0.812 -0.217 -0.585
*
```

---

The following is a quantum chemistry calculation of 3 unconnected molecules or ions with the total composition C3H14N2O in a non-equilibrium geometry, from the OMol25 dataset.

* HOMO: -18.99 eV
* E: -306.60108 hartree
* frontier orbital gap: 9.378 eV

The geometry in ORCA input format:
```
! wB97M-V def2-TZVPD RIJCOSX def2/J DEFGRID3
* xyz 2 1
C 0.056 0.909 -1.050
C -1.462 0.281 -0.581
C -0.775 0.045 0.814
N -2.702 -0.227 1.586
N 1.172 0.010 -0.511
H 0.179 1.994 -0.713
H 0.284 0.958 -2.172
H -1.850 -0.335 -1.376
H -2.301 1.001 -0.454
H -0.378 -1.027 1.051
H -0.567 1.046 1.356
H -3.466 0.349 2.049
H -3.349 -0.805 1.001
H -2.236 -0.275 2.468
H 2.087 0.590 -0.633
H 1.570 -0.970 -0.662
H 1.115 0.042 0.502
H 4.297 -1.832 -1.100
H 4.514 -0.606 -0.894
O 3.814 -1.148 -0.682
*
```

---

The following is a quantum chemistry calculation of a molecular structure, C26H34NOV in a non-equilibrium geometry, from the OMol25 dataset.

* HOMO (spin up / spin down): -0.69 / -3.02 eV
* E: -2084.98655 hartree
* frontier orbital gap (spin up / spin down): 3.316 / 5.642 eV

The geometry in ORCA input format:
```
! wB97M-V def2-TZVPD RIJCOSX def2/J DEFGRID3
* xyz -1 4
C -1.463 1.725 -0.303
C -1.773 0.786 -1.334
C -2.270 -0.399 -0.710
H -1.715 0.974 -2.407
C -2.261 -0.196 0.710
C -1.869 1.145 0.951
H -2.575 -0.930 1.468
C 2.272 0.738 -1.008
C 1.134 0.969 -1.835
C 0.569 -0.323 -2.161
H 0.831 1.915 -2.293
C 1.364 -1.331 -1.489
C 2.396 -0.661 -0.773
H -2.679 -1.262 -1.214
H -2.017 1.678 1.888
H -1.219 2.773 -0.480
H 3.172 -1.177 -0.209
H -0.221 -0.549 -2.878
H 2.986 1.499 -0.687
V 0.015 -0.077 -0.081
C 0.923 -2.781 -1.414
C 1.943 -3.682 -0.711
C 0.527 -3.280 -2.812
H 2.908 -3.705 -1.228
H 1.539 -4.696 -0.609
H 2.113 -3.279 0.292
H 1.363 -3.219 -3.525
H -0.299 -2.697 -3.239
H 0.173 -4.321 -2.769
C -0.372 -2.713 -0.568
C -0.207 -2.878 0.934
H -1.073 -3.411 -0.947
H -0.889 -1.741 -0.809
O 0.465 -2.018 1.548
N -0.682 -4.064 1.502
C -2.111 -4.188 1.851
H -0.038 -4.472 2.172
C -3.081 -3.892 0.715
C -4.260 -3.191 0.984
H -4.461 -2.893 2.020
C -5.199 -2.922 -0.025
H -6.127 -2.411 0.237
C -4.998 -3.367 -1.340
H -5.777 -3.233 -2.103
C -3.820 -4.055 -1.621
H -3.628 -4.389 -2.645
C -2.924 -4.397 -0.589
H -2.094 -5.060 -0.850
H -2.340 -3.585 2.738
H -2.292 -5.231 2.179
C 0.519 2.835 2.303
C 1.603 1.818 1.963
C 2.622 1.725 3.093
C 1.000 0.456 1.724
H -0.136 2.429 3.091
H -0.110 3.079 1.438
H 0.966 3.770 2.662
H 2.116 2.155 1.048
H 2.114 1.461 4.027
H 3.355 0.941 2.891
H 3.147 2.678 3.210
H 1.788 -0.302 1.663
H 0.225 0.216 2.468
*
```

---

The following is a quantum chemistry calculation of 4 unconnected molecules or ions with the total composition C28H57N2O5, from the OMol25 dataset.

* HOMO (spin up / spin down): -7.94 / -8.94 eV
* E: -1586.64710 hartree
* frontier orbital gap (spin up / spin down): 8.578 / 9.565 eV

The geometry in ORCA input format:
```
! wB97M-V def2-TZVPD RIJCOSX def2/J DEFGRID3
* xyz 0 2
C -5.152 1.888 -2.350
C -3.652 2.115 -2.189
C -3.328 2.613 -0.787
C -1.843 2.561 -0.350
N -0.924 1.889 -1.273
C -0.510 0.556 -0.852
O 0.255 -0.113 -1.857
C 0.439 0.486 -3.123
C -0.792 0.475 -4.038
C -0.363 0.476 -5.509
C 0.400 0.612 0.408
C 0.121 -0.449 1.478
C -0.981 -0.032 2.459
C 1.386 -0.648 2.327
N -0.203 -1.739 0.826
O 0.809 -2.420 0.452
C -1.389 -1.750 -0.086
C -1.135 -2.712 -1.242
C -2.605 -2.304 0.690
C -1.729 -0.327 -0.591
H -5.715 2.782 -2.077
H -5.421 1.631 -3.372
H -5.493 1.089 -1.691
H -3.128 1.193 -2.412
H -3.316 2.840 -2.932
H -3.694 3.635 -0.701
H -3.918 2.023 -0.080
H -1.496 3.588 -0.253
H -1.799 2.138 0.657
H -0.093 2.467 -1.320
H 1.199 -0.126 -3.612
H 0.871 1.489 -3.063
H -1.400 1.346 -3.816
H -1.335 -0.439 -3.807
H -1.025 1.068 -6.136
H 0.641 0.882 -5.631
H -0.338 -0.538 -5.902
H 0.367 1.597 0.870
H 1.416 0.458 0.047
H -1.002 -0.734 3.290
H -1.976 -0.035 2.024
H -0.768 0.971 2.816
H 2.273 -0.767 1.715
H 1.520 0.217 2.976
H 1.249 -1.518 2.965
H -1.081 -3.733 -0.872
H -0.226 -2.473 -1.779
H -1.969 -2.636 -1.938
H -2.294 -3.115 1.345
H -3.091 -1.552 1.308
H -3.353 -2.670 -0.010
H -2.401 0.151 0.113
H -2.235 -0.454 -1.545
C -3.910 -2.920 6.118
C -2.554 -3.070 6.804
C -1.749 -1.966 6.133
O -2.677 -0.927 5.813
C -4.013 -1.408 5.973
H -4.737 -3.345 6.683
H -3.888 -3.394 5.135
H -2.648 -2.872 7.874
H -2.105 -4.054 6.678
H -1.289 -2.323 5.204
H -0.965 -1.560 6.772
H -4.447 -0.951 6.869
H -4.604 -1.101 5.109
C 4.739 -2.334 -0.397
C 4.094 -3.216 0.667
C 5.078 -4.374 0.742
O 6.366 -3.829 0.440
C 6.220 -2.509 -0.085
H 4.420 -1.293 -0.356
H 4.512 -2.720 -1.393
H 4.060 -2.686 1.623
H 3.081 -3.528 0.421
H 4.840 -5.145 0.001
H 5.114 -4.842 1.727
H 6.553 -1.790 0.672
H 6.859 -2.405 -0.963
C 3.962 5.071 -3.455
C 4.238 3.944 -2.462
C 3.027 4.041 -1.547
O 1.945 4.515 -2.354
C 2.450 4.979 -3.610
H 4.488 4.960 -4.402
H 4.240 6.033 -3.020
H 4.245 2.982 -2.979
H 5.180 4.050 -1.926
H 3.195 4.756 -0.734
H 2.748 3.080 -1.110
H 2.172 4.261 -4.389
H 1.986 5.938 -3.843
*
```

---

The following is a quantum chemistry calculation of a molecular structure, BrMg in a non-equilibrium geometry, from the OMol25 dataset.

* HOMO: -15.12 eV
* E: -2773.84140 hartree
* frontier orbital gap: 7.035 eV

The geometry in ORCA input format:
```
! wB97M-V def2-TZVPD RIJCOSX def2/J DEFGRID3
* xyz 1 1
Mg -27.007 -9.055 -9.742
Br -25.201 -10.460 -8.977
*
```

---

The following is a quantum chemistry calculation of 13 unconnected molecules or ions with the total composition H26O13 in a non-equilibrium geometry, from the OMol25 dataset.

* HOMO: -8.49 eV
* E: -993.39659 hartree
* frontier orbital gap: 8.214 eV

The geometry in ORCA input format:
```
! wB97M-V def2-TZVPD RIJCOSX def2/J DEFGRID3
* xyz 0 1
H -0.081 -0.683 0.475
H -0.822 0.164 -0.585
H -4.494 -0.707 3.211
H -3.576 -0.192 2.109
H -0.083 -0.336 3.484
H 0.414 -0.671 2.203
H 4.285 -0.638 1.364
H 3.417 -0.951 0.260
H 3.687 -4.043 -0.299
H 3.264 -3.089 -1.301
H 1.986 3.267 -0.282
H 2.262 3.032 1.213
H 1.442 -0.699 -2.164
H 2.390 -1.734 -1.611
H -2.392 -1.496 -1.738
H -1.961 -2.517 -0.737
H -2.585 1.508 -0.463
H -3.916 2.362 -0.509
H -5.755 -0.547 -0.967
H -4.516 -1.407 -0.719
H 3.357 1.537 1.357
H 2.182 0.691 1.580
H -0.848 3.207 -2.434
H 0.532 2.676 -2.087
H 0.845 1.114 -1.217
H 0.872 0.858 0.282
O -0.208 -0.650 -0.472
O -3.569 -0.479 2.979
O -0.403 -0.538 2.583
O 4.273 -1.176 0.554
O 3.190 -3.308 -0.350
O 2.381 2.679 0.372
O 2.381 -0.827 -1.940
O -2.651 -2.343 -1.383
O -3.447 1.579 -0.184
O -5.166 -1.173 -1.335
O 2.771 1.010 0.863
O -0.339 2.937 -1.764
O 0.880 1.582 -0.353
*
```